{
  "formula": "C9H18N2O3",
  "method": "ωB97M-V/def2-TZVPD",
  "smiles": "CC[C@H](C)[C@H](N)C(=O)N[C@@H](C)C(=O)O",
  "homo_lumo_gap_ha": 0.36233,
  "lumo_energy_ev": 0.5,
  "spin_multiplicity": 1,
  "elements": ["C", "C", "C", "C", "C", "N", "C", "O", "N", "C", "C", "C", "O", "O", "H", "H", "H", "H", "H", "H", "H", "H", "H", "H", "H", "H", "H", "H", "H", "H", "H", "H"],
  "coordinates": [[1.995, -1.588, -0.998], [0.761, -2.483, -0.998], [-0.455, -1.768, -0.496], [-1.217, -1.199, -1.722], [-0.206, -0.727, 0.638], [0.175, -1.436, 1.919], [-1.555, 0.110, 0.962], [-2.585, -0.380, 1.360], [-1.614, 1.455, 0.562], [-0.444, 2.346, 0.569], [0.579, 2.082, 1.700], [0.114, 2.264, -0.814], [0.268, 1.328, -1.458], [0.526, 3.573, -1.107], [1.652, -0.686, -1.408], [2.781, -2.101, -1.633], [2.393, -1.600, 0.051], [0.623, -2.837, -2.000], [1.004, -3.285, -0.335], [-1.060, -2.464, 0.061], [-1.634, -2.033, -2.298], [-0.673, -0.510, -2.418], [-1.986, -0.578, -1.389], [0.564, -0.064, 0.337], [0.574, -0.761, 2.582], [-0.791, -1.638, 2.368], [-2.311, 1.778, 1.137], [-0.887, 3.420, 0.723], [1.246, 2.954, 1.809], [0.131, 1.924, 2.751], [1.289, 1.246, 1.535], [0.742, 3.658, -1.991]],
  "atomic_forces_ev_per_a": [[1.23, -2.72, 0.40], [1.36, 0.25, 0.91], [-0.88, 1.18, -0.02], [0.94, -0.31, -0.36], [-1.52, -0.33, 1.20], [-2.33, 0.34, 0.21], [1.25, -0.40, -2.31], [0.43, -0.63, 0.64], [2.18, -1.38, 0.06], [-1.73, 0.80, 1.46], [0.76, 0.21, 1.29], [0.89, 5.43, 2.78], [0.54, -2.99, -2.95], [-1.18, -1.29, 2.50], [0.47, 1.72, -0.37], [-0.72, 0.95, 0.57], [-0.28, 0.81, -0.96], [-0.43, -0.44, -0.45], [-0.07, -0.95, 0.17], [-0.78, -0.59, -0.37], [0.04, 0.20, 0.08], [0.18, -1.05, 0.72], [-1.73, 0.80, 0.50], [0.53, 0.47, -0.03], [0.00, -0.19, -0.44], [2.04, -0.01, -0.84], [-2.34, 1.56, 1.15], [0.96, -2.04, -0.35], [-0.34, -0.12, -0.11], [0.21, 0.25, -1.82], [-0.68, 0.37, -0.12], [1.01, 0.10, -3.10]]
}



{
  "formula": "C9H18N2O3",
  "method": "ωB97M-V/def2-TZVPD",
  "homo_lumo_gap_ha": 0.36810,
  "lumo_energy_ev": 0.2,
  "spin_multiplicity": 1,
  "elements": ["C", "C", "C", "C", "C", "C", "C", "C", "C", "H", "H", "H", "H", "H", "H", "H", "H", "H", "H", "H", "H", "H", "H", "H", "H", "H", "H", "N", "N", "O", "O", "O"],
  "coordinates": [[-0.021, 1.606, 2.251], [-0.890, 0.512, 1.664], [-0.905, 2.870, 1.948], [-0.473, -1.411, 0.111], [0.274, -2.632, 0.382], [-0.462, -1.223, -1.498], [-1.444, -0.068, -1.914], [0.995, -0.834, -1.756], [1.174, -0.524, -3.164], [1.694, 2.569, 1.965], [1.436, 1.236, 3.201], [-0.331, 1.535, 3.403], [-0.422, 3.770, 2.267], [-2.041, 2.796, 2.501], [-1.133, 2.705, 0.626], [0.798, -0.101, 0.604], [-1.638, -1.637, 0.270], [-0.770, -2.195, -2.007], [-1.049, 0.683, -2.905], [-1.203, 0.701, -0.951], [-2.390, -0.714, -1.972], [1.424, 0.011, -1.071], [1.645, -1.670, -1.301], [2.208, -0.498, -3.362], [0.836, -1.324, -3.875], [0.940, 0.431, -3.597], [1.204, -1.896, 2.121], [1.366, 1.528, 2.082], [-0.107, -0.316, 0.932], [-2.124, 0.416, 1.788], [0.343, -3.562, -0.345], [1.065, -2.767, 1.603]],
  "atomic_forces_ev_per_a": [[-6.72, 1.09, 3.61], [-1.05, -0.48, -0.45], [-2.80, -1.89, -3.06], [-5.77, -0.63, -1.26], [2.48, -1.57, 2.82], [0.77, 1.29, 0.82], [2.32, 1.62, 0.99], [0.57, -0.52, 2.80], [1.48, -1.03, -2.73], [-0.30, -2.66, 0.59], [1.87, 1.19, -3.97], [0.67, -0.27, -1.86], [0.25, 0.73, -0.31], [3.55, 0.01, -1.76], [0.60, 1.47, 3.98], [1.23, 1.58, 0.91], [2.42, 0.24, 0.30], [0.81, 1.22, 0.89], [-1.67, -2.94, 2.80], [-1.85, -1.75, -2.63], [0.55, 2.39, -0.08], [-1.31, -0.71, -1.35], [-0.66, 0.78, -1.61], [1.76, -0.21, -0.29], [-0.21, 0.62, 0.79], [-1.05, 0.54, 0.43], [-0.78, -1.85, -1.45], [1.91, 1.65, 3.50], [-0.40, -1.50, -1.31], [2.57, -0.13, -0.06], [-0.38, -0.66, -0.45], [-0.85, 2.39, -0.61]]
}



{
  "formula": "C9H18N2O3",
  "method": "ωB97M-V/def2-TZVPD",
  "smiles": "CCOC(=O)N(C)C(=O)N(C)C(C)C",
  "homo_lumo_gap_ha": 0.37216,
  "lumo_energy_ev": 0.8,
  "spin_multiplicity": 1,
  "elements": ["C", "C", "O", "C", "O", "N", "C", "C", "O", "N", "C", "C", "C", "C", "H", "H", "H", "H", "H", "H", "H", "H", "H", "H", "H", "H", "H", "H", "H", "H", "H", "H"],
  "coordinates": [[-4.640, -0.680, 0.229], [-4.021, 0.543, -0.390], [-2.703, 0.821, 0.000], [-1.613, 0.126, -0.421], [-1.485, -0.340, -1.526], [-0.574, 0.034, 0.498], [-0.578, 0.432, 1.890], [0.319, -1.043, 0.144], [-0.044, -2.205, -0.013], [1.620, -0.703, 0.033], [2.404, -1.837, -0.361], [2.122, 0.694, -0.201], [2.450, 0.919, -1.670], [3.316, 0.972, 0.716], [-4.722, -0.482, 1.387], [-5.538, -0.822, -0.327], [-3.983, -1.572, 0.087], [-4.434, 1.488, -0.108], [-4.050, 0.375, -1.414], [0.542, 0.601, 2.013], [-1.159, 1.488, 2.080], [-0.949, -0.270, 2.621], [3.432, -1.429, -0.306], [2.324, -2.772, 0.202], [2.221, -2.183, -1.495], [1.412, 1.345, 0.077], [2.445, 1.970, -1.915], [1.624, 0.656, -2.404], [3.464, 0.430, -2.034], [3.009, 1.010, 1.736], [3.718, 2.065, 0.457], [4.072, 0.370, 0.413]],
  "atomic_forces_ev_per_a": [[1.58, 0.32, 2.74], [0.50, -0.25, 0.51], [2.55, -0.20, 1.58], [-0.51, -0.21, -0.27], [-0.48, 0.22, -0.06], [-1.42, -0.30, -0.58], [0.81, 3.49, 0.11], [-0.28, -1.04, -0.21], [-0.12, 1.41, 0.55], [-0.83, 0.18, 0.19], [2.03, -0.20, -2.90], [2.48, -2.89, -0.85], [0.53, -0.88, -2.09], [-1.42, 4.48, -1.56], [-0.42, -0.73, -2.24], [-1.05, -0.37, 0.28], [-0.47, 0.69, 0.02], [-1.26, 0.25, -0.09], [-0.03, 0.21, -2.24], [-1.51, 0.01, 0.86], [1.52, -2.68, -0.76], [-0.16, -0.52, -0.06], [-0.17, -0.89, -0.17], [-0.30, 0.69, 0.37], [0.21, 0.96, 2.33], [-3.03, 2.00, 0.82], [0.78, 0.64, 0.42], [0.82, -0.66, 1.16], [-2.10, 0.99, 0.81], [0.20, -0.51, 0.81], [-0.94, -2.12, 0.54], [2.51, -2.08, 0.00]]
}



{
  "formula": "C9H18N2O6S",
  "method": "ωB97M-V/def2-TZVPD",
  "smiles": "N[C@@H](CC(=O)O)C(=O)O.CSCC[C@H](N)C(=O)O",
  "homo_lumo_gap_ha": 0.34908,
  "lumo_energy_ev": 0.6,
  "spin_multiplicity": 1,
  "elements": ["N", "C", "C", "C", "O", "O", "C", "O", "O", "H", "H", "H", "H", "H", "H", "H", "C", "S", "C", "C", "C", "N", "C", "O", "O", "H", "H", "H", "H", "H", "H", "H", "H", "H", "H", "H"],
  "coordinates": [[2.011, 4.492, -2.400], [2.351, 3.577, -3.458], [1.586, 2.197, -3.445], [0.210, 2.257, -2.808], [-0.079, 1.859, -1.711], [-0.741, 2.848, -3.566], [1.786, 4.225, -4.739], [1.665, 3.623, -5.775], [1.367, 5.532, -4.637], [2.286, 5.363, -2.481], [2.292, 4.179, -1.576], [3.362, 3.369, -3.522], [2.090, 1.404, -2.968], [1.449, 1.954, -4.450], [-1.525, 2.867, -3.030], [1.162, 5.840, -5.559], [0.550, -4.684, 4.689], [0.353, -2.711, 4.761], [-1.444, -2.746, 4.366], [-1.656, -3.113, 2.891], [-1.032, -2.068, 1.841], [-1.648, -0.651, 1.808], [-1.481, -2.602, 0.513], [-1.663, -3.771, 0.250], [-1.713, -1.689, -0.433], [-0.322, -5.031, 4.894], [1.195, -4.883, 5.367], [0.875, -5.016, 3.729], [-1.834, -3.623, 4.988], [-1.945, -1.917, 4.757], [-2.767, -3.220, 2.672], [-1.178, -4.158, 2.690], [0.038, -1.993, 1.984], [-2.626, -0.727, 1.800], [-1.403, -0.240, 2.591], [-1.569, -0.748, -0.031]],
  "atomic_forces_ev_per_a": [[-3.03, -4.13, -2.24], [-3.68, 0.88, -0.49], [-0.81, 1.40, 1.31], [-0.32, 0.70, 0.22], [0.39, -0.38, 0.30], [1.32, -0.03, -0.93], [-0.12, 0.57, -1.13], [0.28, 0.32, 0.15], [0.61, -0.54, -0.65], [1.63, 5.23, -1.16], [1.33, -1.85, 4.54], [2.21, -0.36, -0.64], [0.89, -0.65, 0.75], [-0.05, -0.60, -1.61], [-0.81, 0.03, 0.53], [0.13, -0.62, 1.07], [1.04, 5.72, -5.01], [-0.29, -2.06, -0.08], [0.82, -3.33, 0.03], [0.04, -0.12, -0.60], [-2.69, 0.20, 0.79], [1.15, -3.87, -3.34], [0.35, -1.04, -1.79], [0.25, 0.44, 0.50], [0.26, 1.95, 0.40], [-5.59, -2.20, 1.39], [4.39, -1.41, 4.56], [0.25, 0.02, -0.70], [0.30, 1.20, -0.77], [-0.56, 1.65, 0.19], [1.26, 0.11, 0.19], [-0.88, 2.01, 0.21], [0.16, 0.06, -0.20], [-1.65, -0.22, 0.03], [1.55, 2.96, 4.77], [-0.13, -2.05, -0.59]]
}



{
  "formula": "C9H18N3S2",
  "method": "ωB97M-V/def2-TZVPD",
  "smiles": "CN1CCN(C)C1=[NH+]C1SCCCS1",
  "homo_lumo_gap_ha": 0.35008,
  "total_charge": 1,
  "lumo_energy_ev": -2.4,
  "spin_multiplicity": 1,
  "elements": ["C", "N", "C", "C", "N", "C", "C", "N", "C", "S", "C", "C", "C", "S", "H", "H", "H", "H", "H", "H", "H", "H", "H", "H", "H", "H", "H", "H", "H", "H", "H", "H"],
  "coordinates": [[1.313, -1.938, -0.221], [-0.182, -1.901, -0.170], [-0.857, -3.150, -0.278], [-2.338, -2.795, -0.267], [-2.363, -1.381, -0.231], [-3.556, -0.609, -0.061], [-1.095, -0.901, -0.173], [-0.930, 0.438, -0.193], [0.332, 1.080, 0.421], [1.137, 1.228, -1.175], [2.643, 2.195, -0.891], [2.451, 3.393, 0.053], [1.846, 3.133, 1.411], [0.059, 2.644, 1.305], [1.759, -0.924, -0.491], [1.627, -2.348, 0.777], [1.519, -2.783, -0.938], [-0.426, -3.655, -1.165], [-0.473, -3.790, 0.532], [-2.745, -3.320, -1.121], [-2.729, -3.342, 0.577], [-3.253, 0.406, -0.009], [-4.251, -0.667, -0.881], [-4.068, -0.792, 0.868], [-1.667, 1.069, -0.023], [0.688, 0.306, 1.142], [2.945, 2.567, -1.888], [3.387, 1.453, -0.555], [3.394, 3.916, 0.172], [1.727, 4.035, -0.491], [2.345, 2.373, 1.997], [1.760, 4.060, 1.968]],
  "atomic_forces_ev_per_a": [[-0.45, -0.52, 0.43], [0.16, 2.91, -0.04], [1.62, -1.31, -0.03], [0.89, -2.92, -0.14], [0.81, 0.01, -0.14], [-0.06, 0.38, 0.09], [-0.63, 0.00, -0.05], [2.50, 0.15, 1.92], [-0.62, -1.60, -0.77], [0.68, 0.90, -0.49], [0.47, -0.44, 0.39], [-0.80, -0.01, -1.07], [-1.03, -0.35, -0.29], [0.05, -0.43, -0.17], [-0.58, -1.78, 0.28], [0.04, 0.72, -0.81], [0.20, 1.27, 0.34], [-0.86, 0.20, -0.08], [-0.72, 0.08, 0.13], [-0.73, 0.69, -0.56], [-0.75, 0.60, 0.66], [-0.14, 0.99, 0.00], [-0.13, -0.40, -0.42], [-0.16, -0.51, 0.40], [-1.33, 0.12, -0.20], [0.38, 0.70, -0.59], [-0.14, -0.29, 0.49], [0.07, 0.63, 0.02], [0.16, 0.09, -0.05], [0.58, 0.11, 0.36], [0.28, -0.04, 0.20], [0.24, 0.03, 0.20]]
}



{
  "formula": "C9H18N4O2",
  "method": "ωB97M-V/def2-TZVPD",
  "homo_lumo_gap_ha": [0.26561, 0.21314],
  "lumo_energy_ev": [0.4, -0.4],
  "spin_multiplicity": 1,
  "elements": ["C", "C", "C", "C", "C", "C", "C", "C", "C", "N", "N", "N", "N", "O", "O", "H", "H", "H", "H", "H", "H", "H", "H", "H", "H", "H", "H", "H", "H", "H", "H", "H", "H"],
  "coordinates": [[-1.425, 0.124, -0.147], [-0.938, -1.299, -0.267], [0.235, -1.646, 0.775], [1.451, -0.931, 0.697], [0.671, 1.171, -0.763], [1.439, 0.751, -2.018], [3.932, -1.039, 0.380], [-2.917, 1.891, 0.509], [-3.774, -0.429, 0.568], [-0.683, 1.156, -0.437], [2.524, -1.525, 0.076], [-2.645, 0.421, 0.409], [1.235, 2.167, -0.009], [2.515, 2.147, 0.158], [0.546, 2.884, 0.752], [-1.780, -1.999, -0.266], [-0.401, -1.413, -1.203], [-0.195, -1.400, 1.794], [0.377, -2.749, 0.858], [1.691, 0.016, 1.094], [2.460, 0.581, -1.796], [1.302, 1.574, -2.718], [0.851, -0.125, -2.448], [4.422, -0.675, -0.434], [3.769, -0.208, 1.156], [4.466, -1.751, 1.049], [-2.630, 2.261, -0.482], [-4.004, 1.902, 0.411], [-2.621, 2.433, 1.303], [-4.308, -0.164, 1.425], [-4.506, -0.339, -0.306], [-3.521, -1.482, 0.433], [2.462, -2.306, -0.555]],
  "atomic_forces_ev_per_a": [[0.94, 0.58, -0.35], [0.78, 0.11, -0.02], [-3.77, -0.82, 2.39], [2.70, -0.31, -2.58], [-1.34, -1.03, 0.18], [-3.41, -0.47, 0.24], [-3.31, -0.16, 4.63], [-2.76, -3.18, -4.66], [-0.40, -0.92, -3.36], [0.12, -1.53, -1.00], [1.61, 1.31, 0.86], [1.32, 1.41, 0.61], [2.36, 1.00, 3.37], [-1.26, 0.08, -1.18], [0.56, -0.31, -1.03], [0.55, -0.09, 0.35], [-0.41, 0.08, -0.49], [0.21, -0.21, -0.89], [0.05, 0.70, -0.59], [-0.07, 0.69, 0.90], [0.84, -0.37, 0.07], [0.36, 0.03, -0.29], [1.23, 0.87, 0.40], [1.49, 0.73, -2.20], [0.26, -0.72, -1.58], [-0.09, -0.10, -1.18], [0.45, 0.66, 0.67], [-0.23, 0.38, 0.57], [1.64, 1.42, 2.67], [-0.68, -0.13, 1.56], [0.59, 0.43, 0.80], [0.13, 0.05, 0.94], [-0.43, -0.16, 0.18]]
}



{
  "formula": "C9H18NO8PPd",
  "method": "ωB97M-V/def2-TZVPD",
  "homo_lumo_gap_ha": 0.24081,
  "total_charge": -2,
  "lumo_energy_ev": 5.6,
  "spin_multiplicity": 1,
  "elements": ["Pd", "O", "C", "C", "N", "C", "C", "O", "O", "C", "C", "O", "O", "H", "H", "H", "H", "H", "H", "H", "H", "H", "C", "O", "P", "O", "C", "O", "C", "H", "H", "H", "H", "H", "H", "H", "H", "H"],
  "coordinates": [[1.036, -0.502, 0.009], [-0.923, 1.735, -0.823], [-2.157, 1.073, -0.676], [-2.153, -0.006, 0.395], [-1.214, -1.115, 0.182], [-1.539, -1.874, -1.032], [-1.126, -1.274, -2.397], [-1.689, -1.789, -3.382], [-0.240, -0.381, -2.391], [-1.321, -2.028, 1.341], [-0.915, -1.508, 2.749], [-1.191, -2.320, 3.662], [-0.375, -0.386, 2.834], [-0.319, 1.059, -1.205], [-2.885, 1.830, -0.364], [-2.495, 0.671, -1.639], [-1.882, 0.440, 1.351], [-3.178, -0.419, 0.468], [-1.009, -2.827, -0.975], [-2.615, -2.105, -1.067], [-2.356, -2.398, 1.423], [-0.688, -2.894, 1.144], [3.715, 1.768, -0.525], [4.116, 0.415, -0.630], [3.107, -0.668, 0.128], [3.896, -0.607, 1.570], [3.149, -0.972, 2.729], [3.891, -1.996, -0.461], [3.302, -2.661, -1.567], [4.434, 2.365, -1.089], [3.713, 2.107, 0.517], [2.711, 1.916, -0.933], [3.581, -0.438, 3.578], [3.229, -2.048, 2.913], [2.092, -0.705, 2.633], [3.218, -3.726, -1.336], [3.936, -2.536, -2.449], [2.304, -2.266, -1.787]],
  "atomic_forces_ev_per_a": [[-0.35, -0.24, 0.00], [0.15, -0.03, 0.14], [-0.01, 0.00, -0.05], [0.06, 0.06, 0.04], [0.08, -0.08, 0.06], [-0.06, 0.00, 0.01], [0.05, 0.03, 0.01], [0.00, 0.02, 0.02], [0.01, -0.02, 0.00], [0.01, -0.03, -0.01], [-0.07, 0.10, -0.02], [0.03, -0.01, -0.01], [0.03, -0.04, 0.01], [-0.26, 0.19, -0.30], [-0.02, -0.01, 0.00], [0.00, 0.00, 0.01], [-0.02, 0.00, 0.01], [-0.02, 0.01, 0.00], [-0.02, -0.03, 0.02], [0.01, 0.00, -0.01], [0.00, 0.00, -0.01], [0.01, 0.00, -0.01], [-0.01, 0.01, -0.01], [-0.08, -0.03, 0.06], [0.76, 0.08, 0.01], [-0.10, -0.03, -0.07], [-0.06, 0.01, 0.06], [-0.12, 0.02, 0.10], [-0.01, 0.03, -0.03], [-0.01, 0.00, -0.02], [0.02, 0.00, 0.00], [0.00, -0.01, 0.01], [0.02, 0.00, -0.02], [-0.01, 0.00, -0.02], [0.00, -0.02, 0.00], [0.01, 0.01, 0.01], [-0.01, 0.01, 0.00], [0.00, -0.01, 0.02]]
}



{
  "formula": "C9H18NP",
  "method": "ωB97M-V/def2-TZVPD",
  "homo_lumo_gap_ha": [0.22305, 0.26452],
  "lumo_energy_ev": [1.0, -1.8],
  "spin_multiplicity": 3,
  "elements": ["C", "C", "C", "C", "C", "C", "C", "C", "C", "N", "P", "H", "H", "H", "H", "H", "H", "H", "H", "H", "H", "H", "H", "H", "H", "H", "H", "H", "H"],
  "coordinates": [[-0.740, 1.783, -0.964], [-2.136, 1.685, -0.494], [0.885, -2.926, 0.029], [3.321, 0.097, -0.078], [-4.041, 0.714, 1.319], [0.417, 0.939, -1.135], [1.652, -1.767, -0.613], [0.701, 0.322, 0.245], [1.910, -0.513, 0.252], [-1.043, 2.966, -1.067], [-2.593, 1.713, 1.366], [-2.891, 1.391, -1.369], [1.371, -3.321, 0.833], [0.011, -2.627, 0.505], [0.763, -3.711, -0.765], [3.444, 0.346, -1.148], [3.541, 0.953, 0.535], [4.055, -0.667, 0.181], [-4.105, -0.206, 1.886], [-4.234, 0.659, 0.270], [-4.896, 1.334, 1.673], [0.078, 0.232, -1.845], [1.201, 1.494, -1.582], [2.621, -2.262, -0.710], [1.243, -1.576, -1.579], [0.887, 1.083, 1.167], [-0.163, -0.146, 0.552], [1.899, -0.998, 1.241], [-3.158, 3.008, 1.293]],
  "atomic_forces_ev_per_a": [[-1.93, 3.26, 0.42], [-5.81, -6.63, 2.28], [-0.23, 0.49, -2.88], [-1.23, -0.72, 0.02], [-2.77, 0.92, 0.55], [-0.37, -0.25, 1.46], [1.43, -1.12, 0.96], [2.22, 3.87, 1.15], [0.67, -2.67, -0.19], [5.32, 5.15, -2.71], [2.53, 0.33, -2.16], [1.32, 0.36, 2.32], [2.09, -1.31, 1.97], [-2.36, 0.52, 0.11], [-0.34, 0.60, 1.00], [-0.17, -0.06, 0.48], [-0.01, 0.57, 0.16], [0.03, 0.03, -0.17], [0.51, -0.24, -0.28], [-0.45, -0.99, -0.61], [0.38, -0.37, 0.09], [0.07, -1.38, -0.64], [0.88, 0.65, -0.18], [0.32, 0.38, -0.78], [-0.12, 0.37, -0.81], [-0.70, -0.81, -2.53], [-1.81, -1.63, 0.67], [0.69, 0.58, 0.20], [-0.18, 0.11, 0.09]]
}